No. 1
Entry from the Open Molecules 2025 dataset: the ion C3H8N3OS with charge +1 in a non-equilibrium geometry (ωB97M-V with the def2-TZVPD basis set).

Positions of all 16 atoms, in Å:
S (-2.714, 0.176, -0.343)
O (1.991, 0.509, 0.366)
N (0.357, 2.222, 0.303)
N (-1.259, -1.213, 1.369)
N (0.906, -1.139, -0.858)
C (-1.306, -0.476, 0.255)
C (0.022, -0.136, -0.631)
C (0.780, 0.952, 0.118)
H (0.530, -2.066, -0.714)
H (-0.345, -1.527, 1.534)
H (1.003, -1.242, -1.874)
H (1.112, 2.851, 0.532)
H (1.991, -0.458, -0.136)
H (-0.438, 2.666, -0.176)
H (-2.141, -1.238, 1.805)
H (-0.487, 0.118, -1.550)

Properties
calculated total energy: -20586.3429 eV
SMILES: NC(=S)[C@H](N)C(=[NH2+])O
F_max: 0.1106 Eh/bohr
net charge: +1

No. 2
Entry from the Open Molecules 2025 dataset: a cluster of 4 separate species, C40H80BrClO3PS in total (ωB97M-V with the def2-TZVPD basis set).

Positions of all 127 atoms, in Å:
Br (-0.055, -0.869, -6.041)
Cl (0.045, 2.492, 2.759)
S (1.387, 3.861, 2.078)
P (1.374, -0.955, -2.891)
O (4.433, 0.818, -4.927)
O (0.692, 5.109, 2.006)
O (2.565, 3.721, 2.874)
C (0.826, -2.522, -1.836)
C (2.156, 1.782, 0.412)
C (-0.389, -0.145, -2.748)
C (-1.573, -1.096, -3.046)
C (-1.788, 3.227, -4.104)
C (1.476, 1.090, 9.045)
C (2.394, -3.060, 0.155)
C (-0.798, 0.669, -1.496)
C (-2.837, 5.022, -5.627)
C (4.118, -2.581, 1.773)
C (0.592, 1.833, 6.742)
C (3.642, 0.645, -3.737)
C (2.084, -0.188, -1.224)
C (0.338, 0.117, 9.342)
C (4.344, 1.915, -4.010)
C (2.897, 1.758, 5.649)
C (1.854, -2.725, 2.477)
C (1.703, 3.236, 0.465)
C (-4.705, 5.561, -3.970)
C (2.202, -2.425, -5.295)
C (0.933, -1.888, -4.630)
C (1.069, 2.248, 8.135)
C (-2.715, 3.538, -5.277)
C (1.993, -3.342, -1.271)
C (-4.610, -4.986, 2.464)
C (-0.340, 3.641, -4.343)
C (-5.775, -4.032, 2.209)
C (2.134, 0.523, -3.920)
C (-1.071, -0.054, -0.171)
C (3.724, -2.851, 0.484)
C (2.355, 1.311, -1.042)
C (1.597, 1.014, 5.936)
C (2.668, -3.763, -4.713)
C (-2.493, -3.925, 0.418)
C (-6.139, -3.177, 3.420)
C (-2.784, -3.303, 1.781)
C (-3.287, -4.304, 2.819)
C (1.467, -2.992, 1.186)
C (-3.311, 5.914, -4.481)
C (3.180, -2.509, 2.783)
H (1.742, 1.942, -1.689)
H (0.667, -0.681, 10.008)
H (-0.497, 0.631, 9.822)
H (1.983, -2.580, -6.354)
H (2.672, -1.620, -3.064)
H (-0.342, 1.270, 6.828)
H (3.040, -0.698, -1.066)
H (1.095, -2.664, 3.249)
H (-2.526, -5.077, 2.963)
H (0.344, 2.738, 6.178)
H (-1.435, -1.068, -0.339)
H (1.415, 1.159, 0.908)
H (4.084, -0.006, -2.979)
H (1.486, -0.524, -0.377)
H (5.165, -2.406, 1.989)
H (2.884, -3.234, -1.895)
H (0.199, -2.201, -1.002)
H (-5.012, 6.233, -3.167)
H (-1.873, 5.392, -5.987)
H (0.789, 3.389, -0.112)
H (-2.306, -1.091, -2.236)
H (0.068, 3.132, -5.220)
H (-2.160, 3.705, -3.192)
H (-2.356, 3.001, -6.160)
H (-3.502, -2.486, 1.667)
H (2.471, 3.910, 0.077)
H (-1.772, 1.096, -1.776)
H (-2.102, -0.779, -3.944)
H (3.087, 1.684, 0.974)
H (0.414, -3.136, 0.980)
H (5.283, 2.134, -3.510)
H (3.567, 1.146, 5.043)
H (4.463, -2.886, -0.309)
H (3.119, -4.386, -5.488)
H (0.283, -2.751, -4.491)
H (-3.386, -4.367, -0.029)
H (1.728, -4.406, -1.310)
H (0.189, -3.203, -2.403)
H (1.132, 0.739, 4.986)
H (0.285, 3.375, -3.488)
H (1.824, -4.326, -4.305)
H (-6.988, -2.527, 3.201)
H (-1.865, -2.845, 2.159)
H (-6.648, -4.621, 1.914)
H (-3.311, 6.953, -4.824)
H (-2.598, 5.868, -3.654)
H (3.430, 2.016, 6.567)
H (3.389, 1.544, -1.306)
H (3.488, -2.281, 3.796)
H (-0.228, -0.124, 0.515)
H (2.314, 0.546, 8.602)
H (-1.278, -2.125, -3.213)
H (3.714, 2.732, -4.353)
H (-4.742, 4.544, -3.576)
H (-5.547, -3.382, 1.360)
H (-0.192, 1.560, -1.320)
H (-4.468, -5.615, 1.581)
H (2.703, 2.677, 5.097)
H (-1.871, 0.463, 0.367)
H (-0.037, -0.351, 8.431)
H (-5.310, -2.538, 3.725)
H (2.015, 0.340, -4.988)
H (-2.118, -3.175, -0.279)
H (1.912, 2.937, 8.041)
H (-3.385, -3.797, 3.784)
H (-1.818, 2.153, -3.917)
H (-3.707, 3.129, -5.063)
H (1.846, 1.503, 9.988)
H (-3.532, 5.127, -6.468)
H (-0.246, 4.719, -4.498)
H (-1.736, -4.708, 0.504)
H (-4.880, -5.667, 3.278)
H (-0.386, 0.599, -3.547)
H (-6.410, -3.805, 4.272)
H (3.002, -1.683, -5.246)
H (1.814, 0.072, 6.450)
H (-5.443, 5.637, -4.771)
H (0.269, 2.817, 8.623)
H (1.681, 1.491, -3.710)
H (3.391, -3.638, -3.909)

Properties
calculated total energy: -151607.7270 eV
F_max: 0.0158 Eh/bohr
net charge: -1

No. 3
Entry from the Open Molecules 2025 dataset: a structure of composition C30H39BCl5GeN9O6Rb in a non-equilibrium geometry (ωB97M-V with the def2-TZVPD basis set).

Positions of all 92 atoms, in Å:
Rb (-0.054, 0.147, -0.072)
Ge (1.776, -3.080, -1.023)
Cl (-3.406, 2.564, -3.432)
Cl (1.933, 2.910, -3.083)
Cl (-3.425, 3.909, -6.158)
Cl (-0.599, 4.069, -7.699)
Cl (2.032, 3.712, -6.149)
O (2.651, -1.986, 0.170)
O (0.071, -2.740, -0.463)
O (1.677, -1.993, -2.511)
O (-4.520, 0.155, 0.496)
O (-5.380, -1.902, 0.105)
O (-0.735, 1.938, -2.211)
N (-2.112, 2.258, 0.942)
N (-5.242, -0.836, 0.710)
N (-2.519, 2.385, 2.237)
N (-0.582, -0.363, 3.091)
N (-3.229, 2.200, 5.205)
N (-0.055, 2.450, 3.070)
N (-2.055, 2.720, 4.634)
N (0.602, 2.256, 1.884)
N (-1.557, 0.440, 3.495)
C (-2.356, -1.665, 3.845)
C (-3.358, 3.539, 2.251)
C (-0.945, -4.419, -1.928)
C (3.228, -2.591, 2.359)
C (-1.653, 3.787, 5.357)
C (-2.633, 3.237, 0.206)
C (-2.259, -3.413, -0.151)
C (-0.679, 3.631, -6.048)
C (-1.842, -1.913, -2.013)
C (0.544, 2.904, -4.036)
C (2.375, -1.925, -3.674)
C (3.934, -1.941, -3.544)
C (4.495, -0.686, 1.083)
C (3.879, -2.128, 1.047)
C (-1.013, -1.679, 3.295)
C (0.927, 2.765, 3.976)
C (1.942, -0.695, -4.458)
C (-1.941, 3.521, -5.334)
C (-3.488, 4.051, 0.991)
C (-1.903, 2.957, -4.081)
C (-2.584, 4.044, 6.403)
C (4.891, -3.110, 0.513)
C (-3.437, 2.953, 6.294)
C (0.535, 3.332, -5.350)
C (2.211, 2.765, 3.421)
C (-2.672, -0.288, 3.965)
C (1.904, 2.424, 2.065)
C (-0.723, 2.564, -3.290)
C (-1.226, -3.131, -1.209)
C (2.078, -3.302, -4.505)
B (-1.502, 1.981, 3.430)
H (2.564, -0.650, -5.416)
H (5.512, -0.750, 1.474)
H (-4.174, 4.838, 0.675)
H (-1.891, -4.755, -2.298)
H (3.956, -0.156, 1.855)
H (5.766, -3.302, 1.166)
H (-2.751, -2.101, -2.584)
H (3.941, -2.826, 3.199)
H (4.267, -2.779, -2.940)
H (2.579, -3.441, 2.153)
H (5.338, -2.821, -0.437)
H (-1.093, -1.461, -2.673)
H (4.319, -0.024, 0.240)
H (-0.873, 4.419, 4.929)
H (-2.456, 3.362, -0.865)
H (-2.859, -2.456, 4.378)
H (-3.636, 0.176, 4.138)
H (2.708, -3.354, -5.417)
H (-2.056, -4.302, 0.551)
H (-0.464, -2.601, 2.954)
H (4.314, -1.972, -4.568)
H (0.687, 2.800, 5.064)
H (4.265, -4.032, 0.384)
H (4.353, -1.034, -3.019)
H (-2.356, -2.542, 0.558)
H (-0.159, -4.316, -2.712)
H (2.389, 0.150, -3.991)
H (-0.539, -5.194, -1.257)
H (0.969, -3.411, -4.710)
H (-4.263, 2.636, 6.993)
H (-3.809, 3.794, 3.180)
H (-2.657, 4.809, 7.205)
H (2.506, -1.816, 2.796)
H (2.578, 2.493, 1.220)
H (3.229, 3.021, 3.895)
H (-3.251, -3.500, -0.569)
H (2.377, -4.080, -3.785)
H (-2.201, -1.066, -1.302)
H (0.866, -0.537, -4.581)

Properties
calculated total energy: -177897.3375 eV
F_max: 0.0848 Eh/bohr
net charge: -1

No. 4
Entry from the Open Molecules 2025 dataset: an isolated molecule of C4H6O in a non-equilibrium geometry (ωB97M-V with the def2-TZVPD basis set).

Positions of all 11 atoms, in Å:
O (-0.440, 0.761, 0.298)
C (-1.263, 0.212, 1.367)
C (0.036, -0.384, -0.397)
C (1.290, 0.027, -1.151)
C (2.286, 0.151, -1.851)
H (2.901, 0.693, -2.519)
H (0.243, -1.160, 0.431)
H (-1.753, 1.176, 1.779)
H (-2.106, -0.492, 1.018)
H (-0.751, -0.654, -1.173)
H (-0.444, -0.330, 2.197)

Properties
calculated total energy: -6288.8228 eV
SMILES: C#CCOC
F_max: 0.0740 Eh/bohr